# 1
Computed, not measured: a structure of composition C21H39Cl2N2O6ReSSi, with the ωB97M-V functional and the def2-TZVPD basis.

Last column: Mulliken charge in e.
Positions of all 73 atoms, in Å:
Re: 1.03 -0.65 -0.98  2.002
O: 3.63 0.27 1.77  -0.634
C: 3.37 0.10 0.61  -0.025
O: 2.65 -0.95 0.19  -0.766
C: 3.80 1.06 -0.48  0.072
C: 3.84 0.37 -1.84  0.011
C: 4.51 1.23 -2.90  -1.032
C: 3.46 2.36 -3.11  -0.924
C: 2.34 1.93 -2.18  0.172
O: 2.42 0.45 -2.26  -0.659
C: 2.72 2.19 -0.72  0.001
C: 1.52 2.11 0.18  -0.051
O: 1.24 2.94 1.00  -0.654
O: 0.74 1.02 -0.01  -0.732
H: 4.76 1.48 -0.20  0.646
H: 4.15 -0.67 -1.82  0.630
H: 4.67 0.66 -3.81  0.389
H: 5.48 1.60 -2.55  0.403
H: 3.12 2.39 -4.15  0.341
H: 3.83 3.34 -2.85  0.400
H: 1.34 2.25 -2.47  -0.054
H: 3.14 3.18 -0.58  0.641
Cl: 0.60 -3.15 -4.97  -0.117
C: 0.07 -3.02 -3.32  0.425
Cl: 1.50 -2.66 -2.22  -0.152
H: -0.32 -3.97 -2.97  0.467
H: -0.60 -2.19 -3.18  -0.522
C: 1.04 -1.96 5.27  -0.963
C: 0.85 -0.54 5.78  -0.627
C: 0.05 0.37 4.85  -0.480
C: 0.76 0.70 3.53  -1.195
N: 0.68 -0.37 2.53  0.336
C: -0.39 -0.64 1.81  -0.041
S: -0.29 -1.90 0.57  -0.406
N: -1.53 0.00 2.01  0.164
C: -2.80 -0.30 1.34  -0.781
C: -3.59 -1.38 2.06  -0.280
C: -4.85 -1.79 1.30  -0.663
C: -4.54 -2.68 0.09  -0.877
H: 1.50 -2.59 6.04  0.396
H: 1.68 -2.01 4.39  0.172
H: 0.08 -2.42 5.02  0.232
H: 1.82 -0.08 5.97  0.308
H: 0.33 -0.57 6.75  0.383
H: -0.16 1.32 5.35  0.408
H: -0.92 -0.10 4.66  0.236
H: 1.82 0.85 3.71  0.601
H: 0.38 1.62 3.08  0.423
H: 1.54 -0.81 2.23  0.347
H: -1.54 0.72 2.72  0.363
H: -2.57 -0.59 0.31  -0.108
H: -3.36 0.63 1.30  0.479
H: -3.85 -1.01 3.06  0.360
H: -2.94 -2.25 2.20  0.251
H: -5.40 -0.90 0.99  0.334
H: -5.50 -2.34 1.98  0.343
H: -3.91 -2.17 -0.64  0.076
H: -5.46 -2.97 -0.42  0.374
H: -4.02 -3.59 0.40  0.300
C: -0.76 1.13 -4.66  -1.087
Si: -1.40 0.84 -2.94  0.708
C: -3.11 0.14 -3.04  -1.176
C: -1.46 2.42 -1.97  -1.100
O: -0.40 -0.28 -2.21  -0.073
H: -1.49 1.66 -5.27  0.418
H: -0.54 0.17 -5.15  0.279
H: 0.17 1.72 -4.67  0.232
H: -3.72 0.75 -3.71  0.400
H: -3.60 0.14 -2.06  0.263
H: -3.12 -0.89 -3.43  0.318
H: -2.41 2.93 -2.17  0.554
H: -0.66 3.12 -2.23  0.391
H: -1.39 2.23 -0.90  0.133

Summary:
E_HOMO (alpha / beta): -11.35 / -12.33 eV
maximum force: 1.01 eV Å⁻¹
E: -83562.2396 eV
net charge: +1
2S+1: 4
frontier orbital gap (alpha / beta): 8.751 / 8.209 eV
⟨S²⟩: 3.7657


# 2
Computed, not measured: a cluster of 3 separate species, C5H12O3 in total, with the ωB97M-V functional and the def2-TZVPD basis.

Last column: Mulliken charge in e.
Positions of all 20 atoms, in Å:
C: -0.66 -0.95 2.35  -1.236
C: -0.95 -0.44 1.00  -0.060
C: -0.22 -0.90 -0.04  -0.478
C: -0.29 -0.22 -1.34  -0.290
C: 0.39 -0.62 -2.43  -0.053
O: 0.12 0.04 -3.60  -0.537
H: -0.63 -0.08 2.99  0.307
H: -1.40 -1.68 2.70  0.313
H: 0.26 -1.49 2.43  0.348
H: -1.55 0.45 0.82  0.307
H: 0.43 -1.76 0.12  0.308
H: -0.99 0.62 -1.30  0.341
H: 1.22 -1.27 -2.68  0.396
H: -0.71 0.48 -3.76  0.315
H: -1.59 3.36 -0.29  0.293
H: -0.79 2.23 -1.22  0.352
O: -1.34 2.44 -0.45  -0.617
H: 3.45 -0.05 0.99  0.315
H: 2.21 0.16 1.89  0.320
O: 3.04 -0.33 1.82  -0.644

Summary:
E_HOMO: -7.85 eV
maximum force: 3.11 eV Å⁻¹
E: -11519.9610 eV
2S+1: 1
frontier orbital gap: 8.343 eV
SMILES: C/C=C/C=C/O.O.O


# 3
Computed, not measured: a structure of composition C33H60Br18HgN3O3, with the ωB97M-V functional and the def2-TZVPD basis.

Last column: Mulliken charge in e.
Positions of all 118 atoms, in Å:
Hg: 0.50 0.01 -1.35  2.510
C: 0.38 -4.49 -1.30  -1.641
C: 1.50 -4.45 -0.17  1.739
C: 2.50 -5.71 -0.37  -1.152
C: 3.70 -5.72 0.55  -0.796
C: 4.35 -4.35 0.54  -1.409
C: 3.52 -3.13 0.78  1.902
N: 2.36 -3.21 -0.11  -0.319
O: 1.69 -1.96 -0.46  -0.472
C: 4.45 -1.87 0.48  -1.689
C: 3.03 -3.18 2.27  -1.627
C: 0.81 -4.70 1.16  -1.603
H: 0.62 -4.24 -2.33  0.343
H: -0.45 -3.80 -1.15  0.030
H: 0.00 -5.52 -1.33  0.470
H: 2.76 -5.78 -1.43  0.418
H: 2.00 -6.61 -0.02  0.364
H: 4.49 -6.45 0.36  0.437
H: 3.35 -6.08 1.52  0.297
H: 4.89 -4.39 -0.41  0.439
H: 5.14 -4.34 1.29  0.391
H: 5.41 -1.75 0.99  0.468
H: 3.92 -0.93 0.62  -0.003
H: 4.80 -1.90 -0.55  0.413
H: 3.21 -4.07 2.87  0.276
H: 2.03 -2.80 2.48  -0.012
H: 3.66 -2.47 2.81  0.601
H: 0.06 -5.47 1.00  0.550
H: 0.20 -3.93 1.63  -0.145
H: 1.47 -5.12 1.92  0.454
C: 2.09 0.80 -5.69  -1.802
C: 1.44 1.17 -4.27  1.123
C: 0.36 2.28 -4.41  -0.768
C: -0.93 1.81 -5.02  -0.791
C: -1.53 0.58 -4.41  -0.328
C: -0.53 -0.65 -4.28  1.825
N: 0.77 -0.09 -3.74  0.905
O: 1.63 -1.06 -3.17  -0.700
C: -0.41 -1.27 -5.67  -2.010
C: -1.24 -1.68 -3.39  -1.951
C: 2.51 1.79 -3.30  -1.887
H: 2.49 -0.21 -5.63  0.246
H: 2.88 1.52 -5.89  0.552
H: 1.34 0.85 -6.48  0.270
H: 0.75 3.17 -4.91  0.399
H: 0.25 2.73 -3.42  0.119
H: -0.78 1.82 -6.10  0.407
H: -1.63 2.62 -4.78  0.061
H: -2.38 0.23 -5.00  0.468
H: -1.99 0.90 -3.47  -0.139
H: -0.28 -0.59 -6.51  0.331
H: -1.26 -1.88 -5.97  0.461
H: 0.50 -1.86 -5.75  0.374
H: -2.18 -2.02 -3.82  0.496
H: -1.48 -1.28 -2.40  0.314
H: -0.61 -2.56 -3.29  -0.004
H: 2.79 2.79 -3.66  0.490
H: 3.43 1.21 -3.21  0.338
H: 2.12 1.87 -2.28  0.242
C: -0.48 3.10 2.14  -0.891
C: 0.36 1.93 1.46  1.804
C: 1.07 1.04 2.54  -0.478
C: 0.29 0.04 3.22  -0.444
C: -0.74 -0.69 2.37  -0.689
C: -1.56 0.17 1.30  1.782
N: -0.55 1.12 0.60  1.222
O: -0.88 1.68 -0.70  -0.740
C: -2.73 0.96 1.96  -1.273
C: -2.23 -0.89 0.32  -1.678
C: 1.56 2.48 0.66  -2.097
H: 0.15 3.98 2.24  0.602
H: -0.95 2.81 3.07  0.000
H: -1.28 3.55 1.55  -0.147
H: 1.39 1.69 3.35  -0.532
H: 2.02 0.59 2.25  0.352
H: -0.37 0.46 3.98  0.111
H: 0.84 -0.80 3.64  0.318
H: -1.42 -1.31 2.96  0.483
H: -0.27 -1.53 1.85  -0.804
H: -2.34 1.32 2.91  -0.187
H: -3.61 0.33 2.09  0.479
H: -3.10 1.77 1.33  0.187
H: -1.75 -1.86 0.18  0.043
H: -2.13 -0.49 -0.69  0.119
H: -3.27 -1.14 0.57  0.302
H: 2.20 2.98 1.40  0.616
H: 1.23 3.27 -0.02  0.145
H: 2.12 1.71 0.14  0.176
C: 3.78 0.56 7.39  -0.457
Br: 5.33 1.73 7.23  -0.016
Br: 2.82 0.01 5.70  0.213
Br: 2.46 1.17 8.74  -0.040
H: 4.17 -0.37 7.80  0.352
C: -6.46 0.96 0.92  0.138
Br: -6.43 1.59 2.81  -0.041
Br: -7.75 1.76 -0.30  -0.041
Br: -6.83 -1.02 1.04  -0.063
H: -5.47 1.15 0.51  -0.030
C: -5.58 -1.38 -3.23  -0.422
Br: -5.42 -2.55 -4.89  -0.080
Br: -5.05 0.48 -3.78  -0.026
Br: -4.66 -2.04 -1.63  0.108
H: -6.63 -1.23 -2.98  0.447
C: -2.66 4.62 -1.52  0.569
Br: -0.98 5.45 -1.13  -0.064
Br: -2.96 4.80 -3.47  -0.119
Br: -4.22 5.39 -0.58  -0.094
H: -2.53 3.57 -1.26  -0.420
C: 0.64 4.62 5.38  0.428
Br: 0.90 6.55 5.72  -0.061
Br: -0.29 3.82 6.95  -0.006
Br: 2.43 3.76 4.93  -0.063
H: -0.07 4.52 4.56  -0.304
C: -3.14 5.88 4.86  -0.323
Br: -4.70 6.20 6.13  -0.078
Br: -3.41 6.92 3.10  -0.030
Br: -3.09 3.89 4.59  0.122
H: -2.25 6.31 5.33  0.348

Summary:
E_HOMO: -2.59 eV
maximum force: 4.22 eV Å⁻¹
E: -1310734.8566 eV
net charge: -1
2S+1: 1
frontier orbital gap: 3.241 eV


Summary of energy above the lowest of the compared OMol25 structures with the same formula, charge and spin in eV
0.000, 2.805, 0.229
(order as listed above)